Entry 1:
Density functional theory data (ωB97M-V/def2-TZVPD) for 3 unconnected molecules or ions with the total composition C4H13NO4S at a distorted geometry.

The geometry in XYZ format:
```
23
Properties=species:S:1:pos:R:3:forces:R:3:nbo_charge:R:1
C -0.665 -2.725 -0.626 0.67 0.92 1.01 -0.429
N 0.239 -1.627 -1.047 0.11 -0.33 0.19 -0.614
C 0.047 -0.361 -0.337 -1.10 -0.66 1.49 -0.204
C 1.222 0.222 0.466 1.17 0.60 -2.24 -0.511
S 1.457 2.018 0.515 -0.70 0.81 0.68 -0.044
C -0.678 0.575 -1.253 -0.19 0.63 -1.89 0.812
O -1.821 0.956 -1.263 0.00 -0.28 0.75 -0.594
O 0.129 0.825 -2.322 1.10 -0.34 0.23 -0.726
H -0.037 -3.575 -0.353 -0.48 -0.49 -0.78 0.204
H -1.167 -2.490 0.317 0.02 0.31 -0.01 0.201
H -1.470 -2.816 -1.339 -0.02 -0.90 -0.32 0.198
H 0.153 -1.567 -2.052 0.45 0.50 0.12 0.375
H -0.607 -0.667 0.475 -0.72 0.58 -0.19 0.238
H 2.128 -0.027 -0.065 0.39 -0.96 0.28 0.239
H 1.244 -0.117 1.488 0.11 -0.06 -0.29 0.213
H 1.806 2.280 -0.750 0.00 -0.39 -0.06 0.133
H -0.252 1.235 -3.108 -0.69 0.17 0.48 0.507
O 1.563 -1.350 3.322 0.48 -0.30 0.64 -0.928
H 1.137 -0.523 3.104 -0.29 -0.12 0.01 0.464
H 1.335 -2.025 2.678 -0.22 0.23 -0.15 0.475
O -2.830 -0.083 1.258 -0.22 -1.16 -0.01 -0.988
H -2.662 0.214 0.347 0.04 0.76 0.59 0.501
H -2.695 0.575 1.939 0.10 0.49 -0.53 0.478
```
Forces are in eV/Å.

For the LUMO energy, the calculation gives 0.37 eV. The calculation puts the gap between HOMO and LUMO at 0.3520 Ha. Its max |F| is 0.0505 Eh/bohr. Its relative energy (zero: lowest compared OMol25 entry of this formula, charge and spin) is 53.1 kcal/mol. As for the SMILES: CN[C@@H](CS)C(=O)O.O.O. As for the total charge: 0. For the total energy, the calculation gives -914.0740 Eh. The HOMO energy is -9.2 eV.



Entry 2:
Density functional theory data (ωB97M-V/def2-TZVPD) for 2 unconnected molecules or ions with the total composition C4H13NOS at a distorted geometry.

The geometry in XYZ format:
```
20
Properties=species:S:1:pos:R:3:forces:R:3:nbo_charge:R:1
C -0.794 1.950 -1.144 -1.86 0.54 0.31 -0.648
C -0.175 0.683 -0.476 0.22 2.28 0.38 -0.045
N -1.244 0.023 0.299 0.06 -1.15 -0.51 -0.869
C 0.561 -0.186 -1.549 -2.69 -0.56 -0.41 -0.437
C 1.907 -0.409 -0.946 1.99 -1.91 0.74 -0.507
S 1.714 -1.681 0.392 -0.04 -0.44 0.20 -0.107
H -1.809 1.833 -1.677 1.30 -0.55 1.13 0.207
H -0.292 2.524 -1.871 1.70 -0.07 -1.21 0.214
H -0.933 2.770 -0.435 -0.44 -0.37 0.63 0.209
H 0.675 0.983 0.313 -2.14 -0.26 -1.66 0.194
H -1.840 0.662 0.845 0.50 -0.39 -0.79 0.377
H -1.801 -0.581 -0.334 0.19 0.80 0.77 0.364
H -0.226 -1.094 -1.797 2.65 1.47 0.83 0.217
H 0.644 0.290 -2.543 -0.13 0.32 0.65 0.224
H 2.765 -0.763 -1.596 -1.30 0.10 0.40 0.229
H 2.350 0.428 -0.358 -0.74 -0.04 -1.06 0.221
H 0.385 -1.519 0.697 0.74 0.21 -0.33 0.159
O -0.648 -2.327 3.927 0.72 -2.67 2.99 -0.930
H -0.451 -1.996 4.829 -0.18 -0.34 -0.91 0.467
H -0.788 -1.590 3.423 -0.54 3.02 -2.14 0.463
```
Forces are in eV/Å.

For the LUMO energy, the calculation gives 0.86 eV. The calculation puts the gap between HOMO and LUMO at 0.3487 Ha. Its max |F| is 0.0792 Eh/bohr. Its relative energy (zero: lowest compared OMol25 entry of this formula, charge and spin) is 46.0 kcal/mol. As for the SMILES: C[C@@H](N)CCS.O. As for the total charge: 0. For the total energy, the calculation gives -688.3154 Eh. The HOMO energy is -8.6 eV.



Entry 3:
Density functional theory data (ωB97M-V/def2-TZVPD) for 2 unconnected molecules or ions with the total composition C4H13NOS.

The geometry in XYZ format:
```
20
Properties=species:S:1:pos:R:3:forces:R:3:nbo_charge:R:1
C -1.261 0.941 1.178 0.76 0.16 0.07 -0.622
C -0.381 -0.210 1.666 0.02 -0.32 -0.53 -0.053
N -0.071 -0.215 3.101 -0.51 0.48 0.06 -0.815
C 0.926 -0.326 0.857 0.25 0.39 -0.12 -0.419
C 1.125 -1.675 0.184 0.57 -0.38 0.42 -0.514
S 0.052 -2.137 -1.196 0.13 0.22 -0.37 -0.037
H -0.925 1.881 1.633 -0.04 -0.01 -0.19 0.199
H -1.143 1.011 0.094 -0.33 0.15 0.06 0.216
H -2.297 0.791 1.441 -0.35 -0.01 0.05 0.207
H -0.954 -1.119 1.465 0.06 -0.17 0.16 0.177
H -0.954 -0.250 3.606 0.04 -0.26 0.05 0.349
H 0.266 0.717 3.336 0.30 -0.11 0.00 0.341
H 1.771 -0.168 1.536 -0.07 -0.18 0.08 0.220
H 1.045 0.469 0.107 -0.35 -0.13 0.06 0.204
H 1.084 -2.480 0.923 -0.05 0.15 0.06 0.213
H 2.140 -1.715 -0.231 -0.24 -0.02 -0.07 0.226
H -1.128 -1.858 -0.646 -0.19 0.03 0.21 0.108
O -0.046 1.906 -6.173 0.02 0.01 -0.08 -0.934
H 0.237 1.849 -7.091 -0.03 -0.03 0.03 0.467
H 0.513 2.588 -5.791 0.01 0.02 0.05 0.467
```
Forces are in eV/Å.

For the LUMO energy, the calculation gives 0.95 eV. The calculation puts the gap between HOMO and LUMO at 0.3631 Ha. Its max |F| is 0.0158 Eh/bohr. Its relative energy (zero: lowest compared OMol25 entry of this formula, charge and spin) is 12.8 kcal/mol. As for the SMILES: C[C@H](N)CCS.O. As for the total charge: 0. For the total energy, the calculation gives -688.3683 Eh. The HOMO energy is -8.9 eV.



Entry 4:
Density functional theory data (ωB97M-V/def2-TZVPD) for 2 unconnected molecules or ions with the total composition C4H13NOS at a distorted geometry.

The geometry in XYZ format:
```
20
Properties=species:S:1:pos:R:3:forces:R:3:nbo_charge:R:1
C 0.261 1.336 -1.202 1.26 0.97 0.86 -0.433
N 1.057 0.536 -0.208 -1.12 -0.26 -0.42 -0.634
C 0.161 -0.184 0.739 -1.68 -1.32 -2.31 -0.253
C -0.117 -1.654 0.180 0.57 1.48 -1.64 -0.408
C -1.167 -1.685 -0.980 -0.07 1.17 0.81 -0.509
S -2.807 -0.973 -0.569 0.09 -0.71 0.60 -0.064
H -0.716 0.920 -1.486 0.31 0.38 0.21 0.180
H 0.848 1.616 -2.088 0.02 -0.78 0.02 0.203
H 0.217 2.330 -0.728 -1.00 -0.27 -0.11 0.195
H 1.544 -0.210 -0.708 0.04 0.46 0.12 0.345
H -0.895 0.167 0.760 0.75 0.75 -0.31 0.207
H 0.419 -0.122 1.768 1.06 -0.32 0.73 0.210
H -0.422 -2.252 0.997 -0.04 -1.17 0.65 0.208
H 0.753 -2.015 -0.439 -0.20 -0.14 1.54 0.196
H -1.343 -2.670 -1.394 0.32 -0.15 0.01 0.222
H -0.769 -1.008 -1.744 -0.24 -0.47 -0.18 0.212
H -3.009 -1.817 0.492 -0.06 0.49 -0.54 0.123
O 1.846 2.535 2.620 0.50 0.19 -1.31 -0.928
H 2.735 2.580 2.232 0.21 -0.10 0.85 0.462
H 1.406 2.569 1.756 -0.72 -0.20 0.42 0.466
```
Forces are in eV/Å.

For the LUMO energy, the calculation gives 0.81 eV. The calculation puts the gap between HOMO and LUMO at 0.3669 Ha. Its max |F| is 0.0612 Eh/bohr. Its relative energy (zero: lowest compared OMol25 entry of this formula, charge and spin) is 37.6 kcal/mol. As for the SMILES: CNCCCS.O. As for the total charge: 0. For the total energy, the calculation gives -688.3288 Eh. The HOMO energy is -9.2 eV.



Entry 5:
Density functional theory data (ωB97M-V/def2-TZVPD) for 2 unconnected molecules or ions with the total composition C4H13NOS.

The geometry in XYZ format:
```
20
Properties=species:S:1:pos:R:3:forces:R:3:nbo_charge:R:1
N 1.623 -0.403 -0.059 0.07 0.21 0.28 -0.864
C 0.772 -1.596 -0.211 0.23 0.34 0.41 -0.220
C -0.625 -1.413 0.411 -0.08 0.42 0.00 -0.414
C -1.037 0.020 0.789 0.17 -0.56 -0.33 -0.402
C -1.251 0.926 -0.425 -0.20 0.03 0.36 -0.521
S -2.879 0.723 -1.202 -0.07 -0.09 -0.17 -0.046
H 2.599 -0.624 -0.218 -0.06 -0.11 -0.28 0.368
H 1.616 -0.101 0.908 -0.07 -0.02 0.12 0.355
H 0.674 -1.792 -1.270 0.05 -0.11 -0.27 0.188
H 1.254 -2.455 0.261 -0.09 -0.22 -0.15 0.176
H -1.357 -1.785 -0.296 -0.25 -0.18 -0.07 0.218
H -0.720 -2.010 1.312 0.08 -0.23 0.14 0.205
H -0.281 0.444 1.450 -0.11 0.19 0.07 0.199
H -1.960 -0.086 1.363 0.03 0.30 0.07 0.211
H -0.573 0.627 -1.216 0.29 0.19 -0.09 0.226
H -1.079 1.978 -0.174 -0.04 -0.18 -0.12 0.222
H -3.625 0.752 -0.093 0.00 0.09 0.11 0.110
O 2.284 2.527 -0.147 -0.48 -0.40 0.03 -0.962
H 1.699 1.748 -0.273 0.52 0.35 -0.05 0.487
H 2.865 2.519 -0.912 -0.02 -0.01 -0.04 0.465
```
Forces are in eV/Å.

For the LUMO energy, the calculation gives 0.83 eV. The calculation puts the gap between HOMO and LUMO at 0.3617 Ha. Its max |F| is 0.0131 Eh/bohr. Its relative energy (zero: lowest compared OMol25 entry of this formula, charge and spin) is 10.5 kcal/mol. As for the SMILES: NCCCCS.O. As for the total charge: 0. For the total energy, the calculation gives -688.3720 Eh. The HOMO energy is -9.0 eV.



Entry 6:
Density functional theory data (ωB97M-V/def2-TZVPD) for 3 unconnected molecules or ions with the total composition C4H13NOS2 at a distorted geometry.

The geometry in XYZ format:
```
21
Properties=species:S:1:pos:R:3:forces:R:3:nbo_charge:R:1
S 3.271 0.929 -0.343 -0.34 0.14 -0.17 -0.311
S -2.362 -0.188 -0.275 0.31 -0.05 -0.24 0.022
C -1.449 1.367 -0.158 -2.14 0.94 -1.49 -0.576
C -0.095 1.074 0.498 -0.72 -1.40 0.66 -0.427
C 0.444 -0.459 0.276 -0.44 1.59 3.27 -0.265
N 0.479 -0.711 -1.154 1.21 -1.21 0.97 -0.523
C 1.459 -1.822 -1.481 0.29 0.12 -0.19 -0.452
H 3.635 1.145 -1.619 -0.14 0.02 0.02 0.114
H -1.420 1.759 -1.219 0.23 -0.12 1.34 0.233
H -2.235 2.018 0.445 2.09 -0.81 -1.00 0.252
H 0.770 1.581 0.100 0.29 0.97 -0.62 0.254
H -0.317 1.408 1.527 0.99 -0.90 0.01 0.229
H -0.199 -1.096 0.977 0.92 0.27 -1.51 0.216
H 1.462 -0.442 0.754 -0.91 -0.20 -0.86 0.231
H -0.517 -0.892 -1.374 0.09 0.07 -0.83 0.381
H 1.457 -2.087 -2.585 0.02 0.79 1.25 0.213
H 2.515 -1.463 -1.127 -2.13 -0.88 -0.73 0.249
H 1.148 -2.771 -0.974 0.39 0.73 -0.06 0.198
H -2.903 -0.084 3.364 -0.82 2.03 1.32 0.458
H -2.550 -0.502 1.916 -0.17 -0.43 1.32 0.468
O -2.612 -0.802 2.869 0.99 -1.68 -2.46 -0.966
```
Forces are in eV/Å.

For the LUMO energy, the calculation gives -4.68 eV. The calculation puts the gap between HOMO and LUMO at 0.1293 Ha. Its max |F| is 0.0713 Eh/bohr. Its relative energy (zero: lowest compared OMol25 entry of this formula, charge and spin) is 160.2 kcal/mol. As for the total charge: 0. For the total energy, the calculation gives -1086.3259 Eh. The HOMO energy is -8.2 eV.



> Which of these has the highest total energy?

number 2



> Which of these has the lowest max |F|?

number 5



> Which formula does entry 1 have?

C4H13NO4S